Computed, not measured: 7 unconnected molecules or ions with the total composition C47H40BClN2O29, with wB97M-V/def2-TZVPD.

Summary:
E_HOMO ... -9.2 eV
Gap between HOMO and LUMO ... 7.10 eV
E_tot ... -124939.153 eV
Lowest unoccupied orbital energy ... -2.11 eV
Max |F| ... 5.13 eV Å⁻¹
SMILES ... C[C@H](Cl)C[C@](CN)(OB(O)O)OC(=O)c1ccncc1.O=C1C=C(O)C(=O)C=C1O.O=C1C=C(O)C(=O)C=C1O.O=C1C=C(O)C(=O)C=C1O.O=C1C=C(O)C(=O)C=C1O.O=C1C=C(O)C(=O)C=C1O.O=C1C=C(O)C(=O)C=C1O

The geometry in ORCA input format:
```
! wB97M-V def2-TZVPD RIJCOSX def2/J DEFGRID3
* xyz 0 1
C -2.112 5.759 3.807
C 1.463 -4.267 -3.765
O 6.844 -1.395 -0.225
H 8.013 0.918 0.216
C -1.845 0.692 2.218
C 0.428 -3.072 -3.349
H 2.436 -3.256 -5.321
H -0.696 -2.589 -1.473
H 0.050 5.860 2.925
C 4.779 2.118 0.825
H -4.334 -5.582 -3.739
C -2.495 -5.878 3.476
H 1.197 -2.880 1.324
H -4.074 5.035 4.438
C -2.883 8.241 4.998
O -0.808 -0.241 -3.254
C -1.340 -6.529 3.320
O 9.920 6.304 6.523
B 0.223 -0.810 -4.101
O -0.751 0.268 1.889
C -3.017 0.461 1.331
C 9.418 7.255 4.438
C -4.457 1.612 2.921
H 1.573 -4.405 0.286
H -0.905 8.953 4.401
O 7.715 3.535 3.425
H 7.410 3.662 2.498
O -5.558 2.007 3.264
H 2.999 0.972 0.728
C 6.261 2.141 0.669
C -0.684 -6.640 1.986
C -5.262 -1.302 -5.819
C -3.147 -3.688 -2.931
O 1.126 -1.828 -3.623
O -1.488 -5.303 -3.652
C 4.075 1.002 0.620
O -2.588 -2.462 -8.091
C -1.560 8.092 4.383
O 4.135 -1.277 0.027
C 8.901 7.105 3.217
O 0.381 -7.226 1.885
O 7.843 5.653 1.697
C -3.794 -2.051 -7.610
H -7.050 -1.504 -8.780
H -2.981 -5.789 4.438
H 6.124 -2.049 -0.317
O -3.155 -4.822 -0.071
O 6.870 3.186 0.846
O -4.207 -4.637 2.434
H 1.764 -4.868 -2.826
H -3.965 -4.414 0.298
C -4.923 -1.962 -8.579
C 1.803 -3.282 0.434
C 6.935 0.891 0.308
C -3.351 -2.393 -2.084
O 9.967 8.437 4.833
H -5.026 8.124 5.922
H -2.539 -1.620 -1.911
H -4.878 -1.241 -0.812
H 2.935 -3.141 0.612
C -4.237 0.891 1.663
C -3.278 1.867 3.795
C 8.310 5.826 2.807
H 2.438 -2.408 -1.521
C -1.733 -4.061 -3.601
C -5.696 -4.179 -2.391
C -3.789 7.057 5.002
H -6.607 -4.872 -2.529
H 8.803 4.068 5.754
C -3.159 -5.252 2.328
H -2.731 -2.623 -9.044
O -7.610 -0.855 -6.295
H 0.921 -5.015 -4.457
H -1.835 -0.410 0.163
N -5.903 -3.018 -1.588
O -0.713 -7.118 4.376
H 3.322 -3.303 -3.860
H 8.895 7.908 2.493
C 4.747 -0.243 0.237
O -4.734 -2.236 -9.752
H -0.355 0.462 -2.719
H -4.448 2.757 4.959
H -1.197 1.611 4.090
C -3.425 5.900 4.444
C -3.956 -1.740 -6.322
H 0.415 0.683 -5.359
C 9.421 6.137 5.423
C 0.250 -3.165 -1.748
C 8.810 4.865 5.023
O -2.794 -0.208 0.166
Cl 0.849 -0.788 -0.395
O -3.256 9.286 5.501
H 0.078 -4.253 -1.395
C 8.288 4.714 3.803
C -6.235 -1.547 -8.071
O -0.817 -3.094 -4.100
H 4.890 3.938 1.269
C -6.398 -1.239 -6.782
O -5.444 -0.996 -4.653
C 6.232 -0.226 0.107
C -1.360 -6.035 0.835
O 0.377 -0.304 -5.445
H -0.882 -6.138 -0.131
C -4.400 -4.623 -3.105
O -5.004 7.202 5.599
N 2.675 -3.799 -4.484
H -7.466 -0.688 -5.343
O 4.170 3.282 1.184
C 1.465 -2.457 -0.930
H -5.097 0.727 1.028
C -2.061 1.434 3.463
H -3.145 -1.798 -5.608
C -2.517 -5.386 0.989
O 0.030 6.780 3.254
C -1.196 6.934 3.827
H 0.098 -7.519 4.006
C -4.753 -2.184 -1.462
O -1.751 4.723 3.274
H 10.270 8.288 5.751
O -3.491 2.560 4.949
*
```

***

Computed, not measured: a molecular structure, C47H40BrCl4GeN4O10S2Ti, with wB97M-V/def2-TZVPD.

Summary:
Expectation value of S² ... 3.812
E_HOMO (alpha / beta) ... 0.7 / -2.6 eV
Gap between HOMO and LUMO (alpha / beta) ... 2.43 / 5.78 eV
E_tot ... -297265.327 eV
Lowest unoccupied orbital energy (alpha / beta) ... 3.17 / 3.17 eV
Max |F| ... 2.46 eV Å⁻¹
ΔE to the lowest compared entry with this formula, charge and spin ... 216.5 kJ/mol

The geometry in ORCA input format:
```
! wB97M-V def2-TZVPD RIJCOSX def2/J DEFGRID3
* xyz -2 4
Cl -2.286 0.712 2.089
Cl -5.375 0.662 -3.750
C 1.715 -2.665 -3.650
C 2.128 1.728 6.872
H -1.758 2.512 -0.598
C 0.326 4.215 3.057
C 5.276 0.081 -4.607
H -0.770 -1.304 -6.300
C 1.325 1.551 -0.112
C -3.471 -1.031 -2.665
H 1.608 -4.510 -4.718
H 2.626 -1.503 1.645
Cl -3.678 -2.022 3.838
O -4.841 -2.083 -4.294
C 1.257 -3.174 1.335
C 0.393 -2.993 -5.642
Ti -0.197 0.058 1.104
H -2.699 -3.380 -2.571
H 0.014 -3.649 -6.417
O 6.041 4.458 -2.564
Cl -5.218 -1.001 0.934
C -2.420 -0.800 -1.694
C 1.709 2.071 5.594
C 2.264 2.588 -0.666
O 0.157 -1.281 2.355
S 5.805 3.132 -2.061
O 1.778 0.478 0.358
H 1.990 2.790 -1.705
H 4.688 -0.127 -7.518
C 4.029 0.583 5.955
H 2.079 3.510 -0.099
N 4.593 3.305 -0.986
H -0.935 5.952 3.144
C -3.970 -2.224 -3.459
H -6.042 4.840 -1.347
H 0.244 -5.037 0.826
H 0.946 7.543 3.259
H 2.984 0.092 -7.097
O -0.895 -3.325 2.275
O 6.861 2.394 -1.439
C 0.085 5.587 3.141
H 0.062 1.181 3.560
H 0.005 0.177 -4.467
C -5.091 4.343 -1.181
C 0.366 -0.849 -4.540
H 3.172 2.286 -6.058
H -4.205 6.013 -0.155
C -2.872 4.323 -0.298
H 3.276 6.714 3.203
C -3.719 2.385 -1.431
C 1.748 -0.497 -2.525
H 5.645 -0.933 -4.728
C 1.269 -1.323 -3.554
O 0.077 1.792 -0.070
C 3.533 -2.961 0.408
C 1.277 -3.479 -4.677
H 3.935 1.955 0.500
C 1.626 3.770 3.048
H 3.916 1.278 -1.103
C 5.232 2.139 -3.389
H 2.098 -5.961 -0.511
O -0.562 -1.178 -0.216
C 2.695 4.649 3.087
H -2.057 4.807 0.233
C -1.314 -1.689 -1.104
H 4.448 -2.390 0.276
C -4.069 4.996 -0.511
H 4.115 4.181 -1.175
C -2.693 3.029 -0.755
C 0.130 -2.638 2.017
N -3.459 1.029 -1.860
C 2.193 -4.988 -0.038
N -2.445 0.414 -1.263
H 1.464 0.552 -2.460
H -0.481 3.492 2.966
O -1.205 -2.833 -1.475
C 1.165 -4.480 0.713
C 3.720 2.187 -0.536
C -4.093 0.190 -2.717
H 3.716 4.267 3.047
H 1.546 2.037 7.732
C 2.504 -2.460 1.168
C 3.952 -0.231 -6.715
Ge -3.039 -1.712 1.681
O -3.482 -3.406 -3.217
H 2.389 -3.046 -2.884
H 3.591 0.691 8.048
H 3.876 -1.287 -6.456
C 3.382 -4.225 -0.219
H -5.744 2.551 -2.136
C 2.447 1.643 4.511
H 6.433 0.465 -2.820
C 4.310 2.662 -4.282
C -4.925 3.039 -1.639
Br 4.822 -4.933 -1.276
C -0.059 -1.672 -5.565
C 3.611 0.924 4.670
N 0.517 1.323 2.665
C 3.888 1.882 -5.348
C 4.369 0.589 -5.526
C 1.141 6.479 3.203
H 4.928 -0.005 6.093
H 2.460 -0.854 -1.783
S 1.931 2.005 2.850
C 3.282 0.979 7.048
C 2.449 6.015 3.171
H 0.805 2.655 5.445
C 5.714 0.847 -3.536
H 4.170 0.604 3.796
H 3.955 3.681 -4.158
*
```

***

Computed, not measured: a molecular structure, C47H40ClN2O3P3S2Y, with wB97M-V/def2-TZVPD.

Summary:
E_HOMO ... -3.9 eV
Gap between HOMO and LUMO ... 6.18 eV
E_tot ... -121621.614 eV
Lowest unoccupied orbital energy ... 2.25 eV
Max |F| ... 1.51 eV Å⁻¹
ΔE to the lowest compared entry with this formula, charge and spin ... 162.0 kJ/mol

The geometry in ORCA input format:
```
! wB97M-V def2-TZVPD RIJCOSX def2/J DEFGRID3
* xyz -1 1
C -3.634 -0.081 4.819
H -4.842 5.102 1.980
P -0.403 2.925 2.051
C -1.127 4.152 -2.440
C 1.008 -2.157 5.622
C -3.199 4.257 4.815
C 0.339 -3.931 -0.559
H -2.364 0.284 -0.157
H 3.703 5.780 -0.468
H -6.697 1.361 4.647
C -0.150 3.397 -1.812
C 0.956 -1.419 6.797
H -1.266 3.343 4.888
H 0.306 -2.352 3.603
C 2.799 2.522 -0.722
H 4.882 1.688 -5.365
C -5.120 1.618 3.211
C -0.519 -0.619 4.561
H 1.140 1.715 4.373
H 5.356 -0.752 -5.422
C 1.428 2.749 4.276
H 5.233 2.377 1.632
H -1.531 0.384 -2.981
H -0.656 -3.946 -2.457
H 0.835 1.516 -4.453
C 2.382 3.286 5.127
O 0.765 -5.060 -0.648
N -1.695 0.493 -0.902
H 2.583 6.395 3.805
H 2.812 2.665 5.903
H -3.401 1.685 1.954
H 3.546 5.022 5.630
N -0.945 -2.025 -1.566
C 3.684 1.989 0.214
C 0.866 3.512 3.259
O 0.795 -3.012 0.281
C 4.035 -1.193 -3.803
H -2.176 4.542 -4.275
C -4.062 4.710 2.620
H -1.149 1.026 5.798
H -0.901 2.849 -5.552
C 0.297 2.260 -3.878
H -3.082 -0.770 5.443
H 5.251 4.817 1.207
H -5.691 2.278 2.572
H 3.666 0.929 0.433
O -2.833 -2.226 -2.870
C -2.906 4.174 2.063
C 0.166 -0.279 6.858
H -5.108 5.163 4.436
H 0.913 5.418 2.283
H 4.238 -2.253 -3.799
C -2.014 -1.559 -2.239
Cl 2.442 -1.820 -1.763
H -1.676 4.886 -1.864
C 1.311 4.820 3.097
C 3.136 -0.663 -2.884
C -3.048 0.457 3.679
C 0.272 -1.762 4.515
C -0.574 1.155 2.129
C -1.405 3.960 -3.789
H -3.309 4.289 5.891
H -2.788 4.151 0.985
C 0.572 2.437 -2.527
C -2.056 3.718 4.248
C 3.707 4.714 -0.280
H -3.202 0.198 -2.425
C -0.810 -3.477 -1.478
C 4.656 -0.347 -4.703
H 3.305 2.585 -3.716
P -1.387 -0.028 3.063
C 2.832 0.691 -2.836
C -4.210 4.748 3.998
C -1.893 3.656 2.864
C -5.682 1.104 4.372
C -4.938 0.247 5.168
C 2.827 3.889 -0.970
H -1.730 -3.927 -1.080
H -1.574 1.504 -0.922
H 1.531 -1.734 7.658
P 1.682 1.348 -1.565
S 1.181 0.564 1.888
C 2.259 5.372 3.949
C -3.822 1.288 2.869
Y 0.108 -1.004 0.093
H 1.626 -3.043 5.559
C 3.496 1.518 -3.746
C 2.797 4.603 4.971
C -0.689 3.014 -4.504
H 0.118 0.306 7.768
C 4.570 2.806 0.893
C 4.389 1.018 -4.673
S -1.812 -1.668 1.889
C -0.559 0.117 5.743
C 4.577 4.175 0.655
H 0.031 3.546 -0.751
H 2.145 4.328 -1.688
C -2.160 -0.039 -2.191
H -5.375 -0.176 6.063
*
```

***

Computed, not measured: a molecular structure, C47H40IrN4O6P2S, with wB97M-V/def2-TZVPD.

Summary:
Expectation value of S² ... 8.778
E_HOMO (alpha / beta) ... -11.8 / -13.3 eV
Gap between HOMO and LUMO (alpha / beta) ... 6.63 / 6.43 eV
E_tot ... -99868.397 eV
Lowest unoccupied orbital energy (alpha / beta) ... -5.19 / -6.86 eV
Max |F| ... 0.96 eV Å⁻¹

The geometry in ORCA input format:
```
! wB97M-V def2-TZVPD RIJCOSX def2/J DEFGRID3
* xyz 2 6
Ir 0.306 -0.619 -0.586
C 3.807 0.182 -1.317
C -0.203 -3.121 -2.006
H -4.076 -4.425 5.531
H 0.008 7.894 -3.907
O 1.102 0.917 -2.740
O -3.638 1.750 -2.149
C -1.110 5.779 -1.515
C 2.357 -3.535 2.826
N -0.349 -1.088 1.409
C 6.014 -0.538 -2.840
P 2.393 0.577 -0.274
N 0.631 -2.738 -1.120
C 4.370 -1.086 -1.179
H -3.824 4.269 1.934
C -1.660 1.669 2.047
H -0.631 1.438 2.297
H 5.875 1.428 -3.686
H 4.386 1.821 4.850
C -0.553 6.917 -2.082
C -3.566 3.195 -2.157
H -0.759 6.038 -5.345
C 2.307 -3.305 1.459
C -3.848 0.946 1.299
C -1.548 4.739 -2.321
H -4.365 -2.458 -3.867
C -2.159 3.520 -1.692
O 1.989 2.135 -0.830
H 0.780 -5.836 -1.391
C -0.428 7.009 -3.460
O 1.114 3.406 -2.703
H 1.803 -4.862 4.423
C 2.778 0.938 3.740
H -2.251 -5.206 4.058
C 1.086 -5.544 2.520
C 1.109 -4.917 -1.861
H -2.130 3.614 -0.605
H -0.217 7.728 -1.450
C -1.423 4.836 -3.703
C 3.029 0.964 1.349
H 5.914 -2.425 -1.817
C -2.631 -2.065 2.852
P -1.962 -1.043 1.562
C 4.002 1.581 3.867
C -3.489 -0.747 -2.960
H 1.836 -5.149 -2.632
H -4.052 -0.616 3.590
H 0.104 -1.901 1.824
C -3.502 -2.053 -3.358
C 4.266 1.599 1.478
C -2.381 -2.853 -3.108
O -0.055 -4.330 -2.514
H -4.334 -0.109 -3.163
H 5.700 2.411 2.843
C -4.313 2.247 1.408
C -3.456 3.256 1.836
H 1.331 0.130 2.376
H -1.338 -3.717 2.325
C -2.526 0.652 1.641
H 6.874 -0.817 -3.435
C 1.011 -5.296 1.153
H 4.852 1.842 0.599
N -1.284 -0.990 -2.035
H -4.322 3.574 -1.476
C 4.353 1.089 -2.221
C -2.341 -0.183 -2.334
C 1.747 -4.664 3.361
H -4.512 0.160 0.956
C 5.473 -1.443 -1.935
C -3.670 -3.763 4.777
H 2.812 -2.435 1.049
C 4.745 1.914 2.738
H -5.343 2.474 1.166
C -2.130 2.969 2.144
S 1.007 2.167 -2.048
C 2.286 0.630 2.482
C 5.454 0.723 -2.982
C -0.861 5.967 -4.270
H -1.204 5.702 -0.436
H -4.973 -2.136 5.293
C -1.334 -2.283 -2.433
C -2.415 1.215 -2.051
N -1.462 2.248 -2.041
C -2.644 -4.203 3.950
H 0.627 -6.438 2.923
H -1.467 3.757 2.476
H 3.930 2.079 -2.338
C -3.666 -1.623 3.681
C -2.128 -3.363 2.979
H 2.207 0.678 4.622
H 3.963 -1.798 -0.466
H -3.771 3.546 -3.165
H 0.483 -6.008 0.534
H 2.898 -2.848 3.466
C 1.630 -4.178 0.605
O -0.361 2.085 -1.152
C 1.593 -3.831 -0.874
H -2.333 -3.891 -3.401
C -4.179 -2.477 4.642
H -1.743 4.017 -4.341
H 2.577 -3.467 -1.170
*
```